Record 1
# C47H52FeN6P2S2Si

A molecular structure, C47H52FeN6P2S2Si (ωB97M-V/def2-TZVPD, OMol25).

The highest occupied orbital energy (spin up / spin down) is -0.323 / -0.354 hartree. As for the spin multiplicity: 6. The relative energy (zero: lowest compared OMol25 entry of this formula, charge and spin) is 0.9073 eV. The total charge is +1. As for the expectation value of S²: 8.787.

XYZ file:
```
111
Properties=species:S:1:pos:R:3:mulliken_charge:R:1
Fe 0.274 -0.159 -0.707 1.380
C 2.484 1.113 -5.555 -0.767
S 2.976 -0.423 -4.716 -0.043
C 1.596 -0.720 -3.664 -0.011
S 0.488 0.560 -3.328 -0.206
N 1.583 -1.892 -3.143 -1.026
N 0.554 -2.273 -2.331 1.402
C -0.721 -1.912 -2.755 -2.537
C -1.822 -1.843 -1.896 1.524
C -3.146 -2.019 -2.372 -1.459
C -4.190 -2.054 -1.488 -0.784
C -3.927 -1.889 -0.123 -1.004
C -2.628 -1.634 0.262 -0.486
N -1.590 -1.596 -0.568 2.000
H 3.305 1.358 -6.218 0.408
H 1.579 0.938 -6.126 0.299
H 2.329 1.914 -4.839 0.118
H -0.873 -1.864 -3.828 0.526
H -3.297 -2.158 -3.429 0.631
H -5.199 -2.215 -1.831 0.483
H -4.726 -1.925 0.600 0.536
H -2.399 -1.475 1.309 0.026
C 0.493 1.279 2.636 -2.330
N -0.761 1.873 2.289 1.011
C -0.743 2.773 1.177 -2.219
P -1.060 1.920 -0.485 1.603
C -2.900 1.941 -0.424 0.800
C -3.503 1.258 0.629 -0.291
C -4.878 1.237 0.772 -0.842
C -5.683 1.870 -0.159 -0.897
C -5.094 2.548 -1.212 -0.907
C -3.717 2.593 -1.342 -0.911
C -0.758 3.309 -1.642 1.114
C -0.159 4.519 -1.306 -0.751
C 0.018 5.501 -2.267 -0.745
C -0.360 5.283 -3.580 -0.715
C -0.945 4.076 -3.931 -1.199
C -1.142 3.101 -2.970 -1.121
C -1.783 1.874 3.249 0.355
C -2.531 3.008 3.563 -0.625
C -3.500 2.951 4.548 -0.784
C -3.746 1.776 5.237 -0.720
C -3.019 0.640 4.918 -1.182
C -2.050 0.687 3.935 0.557
P 0.986 -0.248 1.622 2.871
C 2.769 -0.170 2.009 0.769
C 3.478 0.986 1.685 -0.493
C 4.831 1.069 1.950 -0.882
C 5.491 0.004 2.543 -0.770
C 4.803 -1.162 2.827 -0.868
C 3.453 -1.256 2.546 -0.645
C 0.441 -1.574 2.761 1.077
C -0.302 -2.623 2.236 0.173
C -0.761 -3.642 3.052 -0.719
C -0.478 -3.618 4.406 -0.861
C 0.281 -2.584 4.934 -1.046
C 0.749 -1.572 4.119 -0.439
H 0.473 0.985 3.689 0.799
H 1.304 2.009 2.494 0.767
H 0.244 3.248 1.110 0.577
H -1.506 3.546 1.282 0.614
H -2.889 0.765 1.363 -0.185
H -5.321 0.729 1.615 0.630
H -6.759 1.850 -0.060 0.445
H -5.708 3.066 -1.932 0.464
H -3.294 3.169 -2.149 0.570
H 0.152 4.740 -0.296 0.373
H 0.462 6.446 -1.990 0.443
H -0.205 6.048 -4.327 0.427
H -1.246 3.894 -4.952 0.485
H -1.608 2.162 -3.239 1.105
H -2.344 3.947 3.067 0.444
H -4.059 3.842 4.790 0.435
H -4.492 1.745 6.016 0.429
H -3.208 -0.292 5.434 0.484
H -1.497 -0.207 3.683 0.308
H 2.977 1.819 1.209 0.139
H 5.375 1.969 1.703 0.476
H 6.544 0.073 2.765 0.422
H 5.314 -2.001 3.274 0.455
H 2.932 -2.177 2.758 0.455
H -0.507 -2.630 1.178 -0.614
H -1.329 -4.453 2.622 0.544
H -0.834 -4.408 5.050 0.427
H 0.521 -2.567 5.987 0.479
H 1.356 -0.782 4.537 0.530
C 3.384 2.260 -1.809 -1.079
C 3.604 0.829 -1.490 -0.795
N 2.707 -0.030 -1.052 1.411
C 3.366 -1.218 -0.882 0.214
C 4.674 -1.066 -1.211 -1.947
N 4.813 0.237 -1.589 0.302
H 2.338 2.517 -1.654 -0.276
H 3.650 2.467 -2.846 0.431
H 4.015 2.886 -1.177 0.426
H 2.859 -2.095 -0.542 0.098
H 5.493 -1.753 -1.208 0.520
H 5.659 0.662 -1.931 0.205
C -0.822 -4.896 -2.213 -1.231
Si 0.832 -4.020 -1.858 0.346
C 1.378 -4.156 -0.033 -0.219
C 2.199 -4.605 -3.040 -1.245
H -0.728 -5.971 -2.113 0.475
H -1.139 -4.699 -3.233 0.331
H -1.626 -4.580 -1.556 0.275
H 2.351 -4.630 0.039 0.582
H 0.684 -4.774 0.530 0.411
H 1.440 -3.197 0.473 -0.594
H 2.277 -5.686 -3.055 0.373
H 3.166 -4.205 -2.755 0.335
H 2.007 -4.267 -4.054 0.344
```

***

Record 2
# C47H53BCl5CsN6O2Se2Si

A molecular structure, C47H53BCl5CsN6O2Se2Si (ωB97M-V/def2-TZVPD, OMol25).

The highest occupied orbital energy (spin up / spin down) is -0.090 / -0.090 hartree. As for the spin multiplicity: 1. The relative energy (zero: lowest compared OMol25 entry of this formula, charge and spin) is 0.3607 eV. The total charge is -2.

XYZ file:
```
118
Properties=species:S:1:pos:R:3:mulliken_charge:R:1
Cs -1.806 -1.157 -1.825 0.691
Cl -7.111 1.030 -2.061 -0.267
C -6.058 1.322 -0.659 0.725
C -6.627 1.903 0.488 -0.613
C -5.846 2.021 1.624 0.573
Cl -6.434 3.030 2.955 -0.323
C -4.513 1.560 1.653 0.870
C -3.702 1.704 2.766 -1.486
C -2.403 1.286 2.686 -0.132
C -1.960 0.662 1.511 -1.399
N -2.700 0.477 0.453 0.532
C -3.957 0.976 0.510 -0.634
C -4.710 0.880 -0.767 -0.441
O -4.191 0.576 -1.878 -0.699
H -7.656 2.163 0.559 0.468
H -4.038 2.219 3.660 0.415
H -1.579 1.452 3.380 0.351
H -0.979 0.203 1.516 1.014
O -5.442 -1.393 5.525 -0.058
C -5.470 -1.208 6.641 0.055
Cl 2.751 -1.553 -5.563 -0.124
C 2.016 -0.038 -5.903 0.404
Cl 2.629 0.923 -7.155 -0.148
Cl 3.615 1.614 -3.818 -0.723
C 0.864 0.374 -5.191 0.015
N -0.036 0.692 -4.526 -0.232
C 4.768 -1.188 -0.884 -1.301
C 3.618 -2.197 -1.220 0.548
C 2.428 -1.402 -1.741 0.276
C 3.246 -3.168 -0.127 0.109
C 3.264 -4.542 -0.343 -1.032
C 3.073 -5.442 0.686 -1.472
C 2.780 -4.986 1.979 -0.628
C 2.630 -3.632 2.219 0.483
C 2.164 -3.129 3.577 1.660
C 2.957 -3.849 4.732 -1.540
C 0.680 -3.338 3.800 -1.374
C 2.899 -2.762 1.177 0.385
N 2.827 -1.339 1.461 0.270
B 1.692 -0.511 1.472 0.208
N 2.046 0.769 1.968 0.836
C 3.413 0.668 2.329 -0.278
C 3.865 -0.586 2.047 -1.474
C 1.432 1.997 2.239 0.537
C 1.255 2.968 1.260 0.372
C 0.621 4.130 1.675 -1.127
C 0.283 4.381 2.999 -1.251
C 0.555 3.472 3.974 -0.417
C 1.129 2.243 3.598 0.461
C 1.457 1.230 4.732 1.708
C 0.285 0.840 5.711 -1.593
C 2.636 1.677 5.576 -1.849
C 1.621 2.865 -0.210 0.173
C 3.145 2.480 -0.439 -1.511
C 0.696 1.900 -0.977 0.566
H 5.202 -0.774 -1.786 0.411
H 5.620 -1.648 -0.370 0.361
H 4.432 -0.314 -0.345 0.078
H 3.985 -2.791 -2.126 0.524
H 1.917 -0.911 -0.921 -0.764
H 1.636 -2.050 -2.251 0.414
H 2.686 -0.592 -2.450 -0.243
H 3.528 -4.958 -1.282 0.512
H 3.179 -6.488 0.406 0.333
H 2.538 -5.688 2.743 0.391
H 2.393 -2.055 3.653 -0.482
H 2.777 -4.939 4.654 0.299
H 2.624 -3.560 5.736 0.412
H 4.050 -3.616 4.620 0.352
H 0.402 -4.377 3.543 0.336
H 0.108 -2.721 3.072 0.204
H 0.345 -3.046 4.808 0.374
H 3.994 1.572 2.544 0.425
H 4.795 -1.031 2.181 0.666
H 0.341 4.862 0.937 0.475
H -0.258 5.270 3.281 0.337
H 0.271 3.669 5.018 0.315
H 1.723 0.314 4.198 -0.715
H -0.179 1.613 6.279 0.293
H 0.637 0.131 6.447 0.497
H -0.515 0.311 5.138 0.364
H 2.379 2.538 6.185 0.393
H 3.426 2.006 4.917 0.393
H 2.977 0.878 6.220 0.433
H 1.550 3.856 -0.596 0.882
H 3.301 1.440 -0.161 0.097
H 3.855 3.066 0.130 0.336
H 3.408 2.651 -1.486 0.273
H 0.632 0.889 -0.575 -0.783
H 1.055 1.765 -2.007 0.100
H -0.322 2.334 -1.062 -0.035
C -4.866 -4.532 -3.558 -1.022
Si -2.977 -4.194 -3.911 0.604
C -2.318 -5.209 -5.316 -1.032
C -3.083 -2.425 -4.529 -0.664
Se -1.748 -4.651 -2.180 -0.702
H -5.542 -4.395 -4.437 0.296
H -5.118 -3.829 -2.791 0.229
H -4.958 -5.551 -3.187 0.269
H -2.705 -4.867 -6.252 0.345
H -2.568 -6.288 -5.162 0.240
H -1.242 -5.123 -5.376 0.238
H -3.601 -2.337 -5.520 0.289
H -2.119 -1.909 -4.661 0.126
H -3.683 -1.854 -3.828 0.006
Se -4.206 3.456 -2.644 0.304
N -2.455 3.164 -2.503 -0.252
C -1.909 3.765 -3.535 0.521
C -0.525 3.814 -3.906 -0.211
C -0.125 4.541 -5.020 -0.866
C -1.009 5.322 -5.780 -0.345
C -2.317 5.383 -5.452 -0.657
C -2.833 4.595 -4.367 0.446
N -4.106 4.551 -4.032 -0.807
H 0.224 3.264 -3.343 0.589
H 0.895 4.451 -5.297 0.551
H -0.651 5.976 -6.599 0.304
H -3.068 6.008 -5.955 0.363
```

***

Record 3
# C47H54B3FNO6PS

8 unconnected molecules or ions with the total composition C47H54B3FNO6PS (ωB97M-V/def2-TZVPD, OMol25).

The highest occupied orbital energy is -0.338 hartree. As for the spin multiplicity: 1. The relative energy (zero: lowest compared OMol25 entry of this formula, charge and spin) is 0.0000 eV.

XYZ file:
```
114
Properties=species:S:1:pos:R:3:mulliken_charge:R:1
C -1.044 -5.222 -2.949 -0.924
C 0.169 -4.491 -3.464 0.544
O 1.120 -5.036 -3.961 -0.596
N 0.122 -3.073 -3.353 -0.008
C 1.123 -2.394 -4.195 -0.886
B 0.009 -2.549 -2.016 0.385
O 1.057 -1.880 -1.396 -0.219
B 0.694 -0.703 -0.750 -0.055
C 1.597 0.587 -0.810 0.739
C 1.826 1.081 -2.227 -1.491
F 0.940 1.596 -0.092 -0.349
O -0.541 -0.663 -0.121 -0.044
B -1.520 -1.368 -0.786 -0.034
P -3.247 -0.607 -1.275 0.645
O -3.583 0.483 -0.160 -0.504
O -2.855 0.386 -2.508 -0.414
S -4.569 -1.920 -1.711 -0.407
O -1.199 -2.590 -1.311 -0.072
H -1.951 -4.635 -3.079 0.361
H -1.122 -6.161 -3.494 0.208
H -0.927 -5.465 -1.891 0.256
H 2.148 -2.679 -3.957 0.282
H 1.019 -1.317 -4.064 0.281
H 0.913 -2.630 -5.236 0.338
H 2.550 0.428 -0.295 0.351
H 2.309 2.057 -2.195 0.387
H 0.880 1.200 -2.761 0.320
H 2.479 0.397 -2.772 0.344
H -4.215 1.146 -0.469 0.317
H -2.554 -0.133 -3.266 0.265
C 2.354 5.804 3.223 -0.335
C 2.172 5.036 2.080 -0.636
C 2.167 3.650 2.169 -0.219
C 2.348 3.038 3.401 -0.412
C 2.530 3.803 4.543 -0.068
C 2.534 5.189 4.455 -0.576
H 2.353 6.885 3.154 0.365
H 2.031 5.517 1.120 0.391
H 2.023 3.036 1.292 0.437
H 2.343 1.957 3.468 0.289
H 2.672 3.326 5.505 0.298
H 2.675 5.788 5.346 0.389
C -2.841 2.790 -8.093 -0.417
C -1.994 1.868 -7.495 -0.571
C -2.174 1.528 -6.161 -0.188
C -3.197 2.108 -5.423 -0.165
C -4.041 3.034 -6.023 -0.635
C -3.863 3.374 -7.356 -0.456
H -2.704 3.056 -9.133 0.374
H -1.194 1.415 -8.067 0.370
H -1.508 0.808 -5.698 0.376
H -3.337 1.845 -4.384 0.494
H -4.837 3.492 -5.450 0.393
H -4.520 4.098 -7.821 0.444
C 2.761 1.964 8.160 0.032
C 4.122 2.231 8.143 -0.342
C 4.757 2.661 9.300 -0.461
C 4.030 2.824 10.471 -0.382
C 2.667 2.560 10.485 -0.439
C 2.032 2.130 9.329 -0.367
H 2.265 1.623 7.259 0.246
H 4.689 2.106 7.229 0.398
H 5.820 2.869 9.290 0.367
H 4.526 3.157 11.374 0.360
H 2.100 2.691 11.398 0.367
H 0.969 1.924 9.338 0.236
C -1.503 -10.223 -2.280 -0.414
C -2.532 -11.012 -2.777 -0.353
C -2.889 -10.925 -4.116 -0.370
C -2.219 -10.048 -4.958 -0.373
C -1.193 -9.257 -4.461 -0.408
C -0.835 -9.345 -3.123 -0.357
H -1.223 -10.292 -1.237 0.356
H -3.055 -11.695 -2.121 0.356
H -3.690 -11.542 -4.503 0.355
H -2.497 -9.982 -6.002 0.354
H -0.670 -8.571 -5.116 0.417
H -0.033 -8.728 -2.737 0.445
C 2.916 -1.477 1.703 -0.740
C 2.376 -0.807 2.793 -0.454
C 3.178 -0.513 3.888 -0.221
C 4.511 -0.899 3.894 -0.677
C 5.046 -1.577 2.807 -0.432
C 4.249 -1.863 1.707 -0.655
H 2.300 -1.703 0.843 0.610
H 1.335 -0.505 2.782 0.572
H 2.764 0.017 4.737 0.784
H 5.136 -0.668 4.748 0.417
H 6.085 -1.878 2.815 0.370
H 4.666 -2.383 0.854 0.446
C -4.797 8.556 -8.127 -0.380
C -3.851 7.561 -8.333 -0.372
C -3.296 6.896 -7.249 -0.371
C -3.686 7.225 -5.958 -0.386
C -4.629 8.222 -5.752 -0.414
C -5.185 8.887 -6.836 -0.359
H -5.233 9.073 -8.973 0.361
H -3.546 7.304 -9.340 0.365
H -2.561 6.117 -7.407 0.444
H -3.255 6.703 -5.114 0.396
H -4.932 8.482 -4.745 0.361
H -5.921 9.665 -6.675 0.356
C -0.079 -0.815 8.145 -0.336
C 0.334 -0.803 6.820 -0.400
C 0.772 -1.974 6.217 -0.216
C 0.796 -3.159 6.939 -0.647
C 0.385 -3.172 8.265 -0.296
C -0.053 -2.000 8.867 -0.592
H -0.424 0.097 8.614 0.465
H 0.314 0.123 6.256 0.500
H 1.095 -1.963 5.184 0.395
H 1.138 -4.072 6.468 0.385
H 0.407 -4.095 8.830 0.373
H -0.374 -2.011 9.901 0.362
```

***

Record 4
# C47H54ClIrN6S

A molecular structure, C47H54ClIrN6S (ωB97M-V/def2-TZVPD, OMol25).

The highest occupied orbital energy (spin up / spin down) is -0.280 / -0.362 hartree. As for the spin multiplicity: 6. The total charge is +1. As for the expectation value of S²: 8.857.

XYZ file:
```
110
Properties=species:S:1:pos:R:3:mulliken_charge:R:1
Ir -0.546 0.076 0.130 0.342
C 2.627 3.228 -4.347 -0.785
C 1.098 3.144 -4.316 -1.240
C 0.601 1.941 -3.583 0.698
C 0.234 0.746 -4.073 0.560
C 0.180 0.299 -5.497 -1.198
C -1.234 0.388 -6.080 -1.322
C -0.178 -0.073 -2.930 -0.011
C -0.593 -1.365 -3.002 -0.793
C -0.960 -2.169 -1.917 -0.591
C -1.396 -3.528 -2.004 0.865
C -1.541 -4.299 -3.277 -1.346
C -2.882 -4.027 -3.966 -1.184
C -1.711 -3.927 -0.735 0.600
C -1.448 -2.809 0.139 0.445
C -1.648 -2.828 1.535 -1.056
C -1.311 -1.825 2.401 0.371
N -0.794 -0.619 2.046 0.272
C -0.512 0.064 3.212 0.121
C 0.111 1.271 3.294 -0.919
C 0.584 2.028 2.213 0.201
N 0.434 1.695 0.870 0.516
C 0.950 2.721 0.150 -0.087
C 0.921 2.838 -1.251 -0.810
C 0.480 1.864 -2.112 0.102
N -0.038 0.665 -1.759 -0.294
C 1.503 3.714 1.043 0.548
C 1.265 3.281 2.320 0.748
C 1.683 3.907 3.613 -1.273
C 2.943 3.259 4.196 -1.046
C 2.253 4.923 0.584 -1.098
C 3.669 4.582 0.109 -0.973
C -0.934 -0.741 4.365 0.151
C -1.405 -1.903 3.881 0.277
C -1.922 -3.067 4.670 -0.791
C -1.255 -4.422 4.377 -1.229
C -0.739 -0.323 5.787 -1.355
C 0.672 -0.640 6.293 -1.016
N -0.986 -1.761 -0.586 0.462
C -2.181 -5.269 -0.273 -1.320
C -1.040 -6.114 0.303 -1.118
H 2.956 4.120 -4.880 0.479
H 3.052 2.355 -4.839 0.216
H 3.037 3.270 -3.336 -0.030
H 0.707 3.128 -5.335 0.487
H 0.692 4.046 -3.849 0.417
H 0.550 -0.726 -5.573 0.369
H 0.864 0.910 -6.087 0.548
H -1.942 -0.190 -5.485 0.245
H -1.258 0.009 -7.102 0.436
H -1.580 1.423 -6.092 0.327
H -0.631 -1.817 -3.984 0.576
H -1.446 -5.365 -3.063 0.495
H -0.722 -4.052 -3.957 0.397
H -3.712 -4.296 -3.310 0.320
H -2.974 -4.603 -4.887 0.418
H -2.986 -2.969 -4.212 0.242
H -2.061 -3.732 1.951 0.337
H 0.273 1.677 4.283 0.415
H 1.336 3.738 -1.682 0.419
H 0.867 3.838 4.338 0.427
H 1.860 4.972 3.456 0.455
H 2.792 2.191 4.363 0.195
H 3.214 3.717 5.147 0.415
H 3.785 3.372 3.512 0.262
H 2.305 5.648 1.398 0.414
H 1.707 5.412 -0.228 0.341
H 4.254 4.150 0.923 0.265
H 4.189 5.470 -0.249 0.433
H 3.643 3.852 -0.703 0.073
H -3.005 -3.142 4.529 0.374
H -1.775 -2.836 5.725 0.358
H -1.767 -4.981 3.596 0.292
H -1.266 -5.045 5.271 0.475
H -0.215 -4.296 4.075 0.293
H -1.477 -0.819 6.417 0.541
H -0.933 0.748 5.884 0.417
H 0.873 -1.710 6.222 0.299
H 0.792 -0.339 7.334 0.399
H 1.427 -0.122 5.700 0.212
H -2.645 -5.794 -1.110 0.464
H -2.964 -5.146 0.479 0.451
H -0.281 -6.303 -0.457 0.318
H -1.407 -7.075 0.663 0.401
H -0.557 -5.601 1.136 0.236
Cl 3.270 -0.610 -4.496 -0.164
C 2.978 -0.851 -2.804 0.700
C 3.264 0.169 -1.900 -1.097
C 3.023 -0.027 -0.559 -0.073
C 2.486 -1.250 -0.079 0.694
C 2.183 -1.441 1.273 -1.510
C 2.220 -2.266 -1.033 -0.160
C 2.463 -2.071 -2.372 -1.209
H 3.672 1.104 -2.261 0.607
H 3.236 0.766 0.150 0.464
H 2.368 -0.669 2.008 0.517
H 1.752 -2.373 1.615 0.449
H 1.808 -3.208 -0.691 0.499
H 2.257 -2.849 -3.093 0.452
S -3.378 -0.033 0.302 -0.439
C -3.372 1.639 0.229 -0.035
N -4.501 2.355 0.544 0.036
C -4.560 3.694 0.486 -0.173
C -3.456 4.388 0.105 -1.241
C -2.311 3.633 -0.204 0.458
N -2.268 2.332 -0.149 0.283
H -5.310 1.817 0.827 0.284
H -5.501 4.150 0.759 0.429
H -3.463 5.465 0.046 0.443
H -1.389 4.121 -0.509 0.438
```

***

Ordered max |F| results: 1.88, 2.41, 1.22, 0.50; unit eV Å⁻¹.